1.
Here is a structure of composition C6H12CoN2OP in a non-equilibrium geometry from the OMol25 dataset. Energies are from wB97M-V/def2-TZVPD.

Geometry as XYZ:
```
23
Properties=species:S:1:pos:R:3:nbo_charge:R:1
Co 0.06 0.11 0.45 1.157
P -1.97 -1.15 0.53 -0.088
O 0.94 -0.55 1.89 -0.754
N 2.39 -2.21 2.60 -0.803
N 0.92 -2.63 0.85 -0.824
C 1.44 -1.76 1.75 0.790
C -0.53 0.28 -1.55 -0.550
C -0.14 2.45 -0.59 -0.321
C 1.01 2.06 -1.22 -0.247
C 0.95 0.67 -1.46 -0.502
C -1.11 1.37 -0.58 -0.564
H -2.37 -1.79 1.75 -0.033
H -3.17 -0.38 0.29 0.035
H 2.80 -3.14 2.43 0.391
H -2.00 1.82 -0.14 0.240
H 1.70 -0.16 -1.72 0.218
H -0.50 3.45 -0.40 0.212
H 1.22 -3.58 0.81 0.405
H -2.42 -2.33 -0.15 -0.060
H 2.90 -1.73 3.33 0.431
H 0.17 -2.28 0.19 0.411
H -0.73 -0.61 -2.31 0.243
H 1.86 2.68 -1.44 0.213
```

As for the multiplicity: 5. Its total energy is -58353.3560 eV. For the gap between HOMO and LUMO (alpha / beta), the calculation gives 3.412 / 6.960 eV.

---

2.
Here is a cluster of 10 separate species, C34H92N4O10 in total in a non-equilibrium geometry from the OMol25 dataset. Energies are from wB97M-V/def2-TZVPD.

Geometry as XYZ:
```
140
Properties=species:S:1:pos:R:3:mulliken_charge:R:1
O -22.27 -6.21 -1.29 -0.173
O -23.80 -11.25 0.64 0.559
O -27.24 -7.98 -1.79 -0.135
O -20.88 -11.52 -4.02 -0.568
O -17.98 -8.44 2.61 -0.214
O -19.20 -8.91 4.91 -0.664
O -27.95 -9.95 0.25 0.609
O -28.29 -14.26 -1.06 -0.337
O -26.80 -7.91 5.40 -0.604
O -21.83 -13.01 2.14 -0.451
N -14.61 -7.21 3.53 -0.779
N -22.86 -5.00 -4.73 -0.767
N -26.35 -12.26 0.07 0.112
N -29.22 -8.50 -4.88 -0.777
C -18.65 -8.66 1.37 -0.667
C -15.97 -7.67 3.77 0.760
C -21.21 -6.32 -0.34 -0.790
C -27.68 -7.58 -3.15 -0.471
C -22.81 -9.61 2.02 -1.832
C -28.45 -8.82 -3.71 1.008
C -22.34 -14.13 2.78 0.401
C -20.44 -11.57 -2.68 0.262
C -20.33 -10.12 -2.15 -0.935
C -26.81 -6.87 -1.02 -0.752
C -24.01 -9.94 1.01 1.588
C -18.63 -11.13 4.36 -1.193
C -23.66 -7.05 -3.86 -0.821
C -29.71 -11.11 1.45 -1.425
C -29.69 -8.61 1.14 -1.363
C -27.09 -9.23 3.54 -0.295
C -29.61 -14.57 -1.39 -0.814
C -16.58 -8.19 2.47 -0.945
C -25.28 -13.94 -1.27 -1.256
C -20.38 -10.57 6.05 -1.519
C -16.68 -6.50 4.37 -1.300
C -27.64 -10.03 -4.02 -1.085
C -24.10 -9.05 -0.28 0.241
C -22.64 -13.74 4.27 -1.111
C -29.30 -9.96 0.52 0.885
C -26.81 -7.84 3.98 0.185
C -26.25 -12.74 -1.26 0.809
C -21.43 -12.41 -1.88 -1.024
C -23.11 -5.69 -3.47 0.605
C -21.83 -5.81 -2.60 -0.764
C -23.56 -14.69 1.98 -1.200
C -19.77 -10.19 4.77 2.109
C -25.43 -7.34 3.59 -0.994
C -27.68 -13.12 -1.75 -0.861
H -26.45 -9.90 4.12 0.647
H -27.83 -9.23 -0.38 -0.557
H -21.55 -6.57 0.66 0.288
H -26.01 -8.38 5.68 0.369
H -30.78 -11.08 1.67 0.456
H -29.04 -11.20 2.30 0.228
H -23.93 -15.57 2.50 0.511
H -28.12 -9.43 3.83 0.178
H -21.63 -14.94 2.95 0.356
H -28.17 -6.60 -3.13 0.386
H -29.68 -14.84 -2.44 0.324
H -21.07 -12.54 -0.87 0.321
H -21.76 -13.39 4.82 0.140
H -22.49 -12.36 1.92 0.066
H -25.81 -11.97 -1.88 0.259
H -27.66 -13.25 -2.84 0.648
H -17.95 -10.84 3.56 0.227
H -22.40 -11.92 -2.05 0.070
H -24.42 -13.79 -0.61 -0.069
H -14.13 -7.02 4.40 0.277
H -18.12 -11.30 5.31 0.337
H -18.92 -8.60 4.05 0.450
H -25.81 -14.88 -1.20 0.297
H -26.95 -11.45 -0.02 -0.566
H -23.83 -7.72 -3.01 -0.222
H -25.96 -6.36 -1.47 0.044
H -29.33 -8.46 2.16 0.107
H -24.67 -7.06 -4.28 0.229
H -23.00 -7.59 -4.53 0.367
H -16.00 -9.09 2.23 0.343
H -20.55 -7.11 -0.73 0.181
H -24.63 -11.66 0.37 -0.287
H -23.35 -12.93 4.15 0.204
H -21.21 -9.90 6.25 0.385
H -21.91 -9.79 1.43 0.233
H -20.54 -10.07 4.01 -0.896
H -14.43 -6.37 2.99 0.241
H -25.27 -6.40 4.10 0.441
H -23.13 -14.56 4.79 0.430
H -21.28 -9.58 -2.23 0.241
H -27.29 -10.49 -3.09 -0.117
H -28.26 -10.79 -4.48 0.391
H -24.78 -13.95 -2.24 0.435
H -23.18 -15.03 1.02 0.260
H -26.97 -12.95 0.46 0.460
H -30.33 -13.76 -1.27 0.291
H -23.82 -5.12 -2.88 0.164
H -24.55 -7.89 3.94 0.158
H -16.09 -6.06 5.18 0.390
H -29.40 -7.74 0.55 0.232
H -29.49 -12.09 1.02 0.177
H -28.38 -12.30 -1.69 0.227
H -28.53 -8.19 -5.54 0.296
H -30.77 -8.58 1.33 0.498
H -19.67 -10.62 6.88 0.406
H -24.06 -8.03 0.09 0.499
H -16.47 -7.52 1.62 0.365
H -25.27 -7.22 2.52 0.148
H -22.04 -5.41 -5.15 0.296
H -17.08 -5.70 3.75 0.277
H -24.98 -9.90 1.49 -1.058
H -16.07 -8.45 4.53 0.246
H -21.23 -6.62 -3.02 0.245
H -25.09 -9.11 -0.74 -0.153
H -19.07 -12.07 4.04 0.314
H -21.62 -13.41 -2.26 0.444
H -26.76 -9.77 -4.61 0.386
H -21.19 -4.93 -2.58 0.380
H -19.52 -12.14 -2.59 0.206
H -29.98 -15.38 -0.76 0.271
H -27.62 -6.19 -0.76 0.430
H -27.55 -7.11 3.64 0.274
H -24.39 -13.99 1.95 0.182
H -23.66 -5.24 -5.30 0.316
H -20.83 -11.57 6.05 0.234
H -18.59 -7.78 0.73 0.437
H -22.83 -10.32 2.84 0.298
H -23.30 -9.25 -0.99 -0.766
H -29.81 -7.69 -4.71 0.273
H -20.47 -10.79 -4.49 0.315
H -26.96 -9.37 2.47 -0.361
H -29.76 -10.11 -0.46 0.301
H -20.57 -5.45 -0.25 0.468
H -20.02 -10.00 -1.12 0.072
H -17.63 -6.89 4.72 0.210
H -26.42 -7.26 -0.08 0.104
H -19.66 -9.53 -2.78 0.599
H -22.87 -8.57 2.34 0.606
H -29.14 -9.15 -2.94 -0.213
H -19.71 -8.85 1.51 -0.166
H -18.22 -9.51 0.85 0.470
H -26.83 -7.42 -3.81 -0.146
```

Its energy relative to the best compared isomer or geometry (same formula, charge and spin) is 2.202 eV. The SMILES is COC[C@H](C)N.COC[C@H](C)N.COC[C@H](C)N.COC[C@H](C)N.CC(C)O.CC(C)O.CC(C)O.CC(C)O.CC(C)O.CC(C)O. Its total energy is -63180.9173 eV. For the gap between HOMO and LUMO, the calculation gives 9.366 eV.

---

3.
Here is a structure of composition BrCaO20P5Zn5 in a non-equilibrium geometry from the OMol25 dataset. Energies are from wB97M-V/def2-TZVPD.

Geometry as XYZ:
```
32
Properties=species:S:1:pos:R:3:nbo_charge:R:1
Br -29.16 -1.82 -4.51 -0.703
Zn -33.96 -9.06 -7.52 0.046
Zn -30.27 -5.39 -0.95 0.394
Zn -28.35 -10.19 0.35 0.007
Zn -28.63 -11.95 -6.74 0.070
Zn -27.47 -5.14 -6.37 0.220
Ca -34.65 -10.53 -1.93 1.002
P -30.01 -9.41 -3.64 2.400
P -35.66 -5.97 -2.94 2.421
P -32.28 -13.88 -9.83 2.410
P -28.18 -6.24 2.45 2.374
P -29.32 -7.71 -10.21 2.391
O -36.41 -4.76 -3.46 -0.886
O -29.31 -5.20 2.18 -0.989
O -35.46 -6.98 -4.03 -0.754
O -28.91 -10.48 -3.59 -0.861
O -34.37 -5.39 -2.22 -0.879
O -27.74 -6.73 1.16 -0.692
O -36.52 -6.84 -2.24 -0.904
O -28.75 -6.27 -9.89 -0.890
O -33.01 -12.67 -9.42 -0.859
O -29.02 -7.51 2.62 -0.673
O -26.78 -6.01 3.27 -1.015
O -31.83 -13.57 -11.27 -0.915
O -30.85 -7.63 -9.88 -0.705
O -30.72 -9.30 -2.26 -0.877
O -33.07 -15.10 -9.55 -0.892
O -28.68 -8.79 -9.50 -1.052
O -29.61 -7.97 -3.85 -0.816
O -31.05 -9.97 -4.57 -0.879
O -29.47 -7.74 -11.82 -0.746
O -31.09 -14.16 -8.81 -0.748
```

Its energy relative to the best compared isomer or geometry (same formula, charge and spin) is 40.351 eV. Its total energy is -417942.0236 eV. Its total charge is -4. For the gap between HOMO and LUMO, the calculation gives 1.512 eV.

---

4.
Here is a structure of composition C17H33LaNO6 in a non-equilibrium geometry from the OMol25 dataset. Energies are from wB97M-V/def2-TZVPD.

Geometry as XYZ:
```
58
Properties=species:S:1:pos:R:3:nbo_charge:R:1
La -1.77 2.16 4.63 2.566
O -0.65 -1.08 5.64 -0.495
O 0.97 -1.88 -4.13 -0.434
O 2.86 0.96 1.44 -0.586
O 1.81 -2.03 2.92 -0.649
O 1.27 -0.36 4.35 -0.485
O -0.77 -0.59 3.30 -0.601
N 0.03 -0.64 0.89 -0.849
C 1.52 -0.63 2.93 0.438
C -3.50 -1.30 -1.88 -0.407
C -1.19 1.89 1.05 -0.454
C -3.91 -0.62 -0.46 -0.406
C 3.50 0.38 0.25 -0.072
C 1.25 -0.51 -4.56 -0.289
C -0.08 -0.73 4.59 0.914
C -0.16 1.48 2.22 -0.247
C 3.61 1.59 -0.82 -0.433
C -0.94 -1.16 -2.62 -0.439
C -3.25 0.87 -0.34 -0.404
C 2.92 0.04 2.55 -0.117
C 0.17 -0.10 2.26 0.387
C 2.11 2.05 -1.16 -0.629
C 0.49 -1.89 -2.75 -0.075
C -2.61 1.13 1.15 -0.481
C -2.04 -2.01 -1.79 -0.411
H 1.20 0.25 -3.71 0.168
H 0.38 -2.96 -2.37 0.219
H -2.10 -3.06 -2.25 0.245
H -3.56 -0.50 -2.69 0.222
H 4.23 1.33 -1.73 0.258
H -2.57 0.11 1.65 0.239
H 0.63 -0.08 0.27 0.421
H -0.76 1.74 0.00 0.309
H 1.68 2.80 -0.40 0.197
H 2.06 2.57 -2.19 0.257
H 4.10 2.46 -0.24 0.241
H -2.42 0.89 -1.13 0.230
H -0.68 1.82 3.22 -0.202
H -4.06 1.65 -0.57 0.251
H 3.63 -0.81 2.25 0.253
H 4.55 -0.01 0.45 0.226
H -1.37 -0.98 -3.67 0.255
H -1.79 -2.05 -0.66 0.185
H 3.38 0.49 3.51 0.237
H 0.48 -0.21 -5.35 0.227
H -4.24 -2.14 -2.11 0.253
H 2.30 -0.48 -5.03 0.238
H -1.40 3.02 1.16 0.229
H -0.80 -0.17 -2.05 0.174
H -5.04 -0.47 -0.38 0.241
H 0.97 -2.54 2.79 0.485
H 1.38 1.15 -1.24 0.160
H -3.38 1.79 1.72 0.177
H -3.59 -1.31 0.39 0.196
H 1.33 -1.37 -2.15 0.164
H 2.79 -0.45 -0.11 0.158
H 0.31 -1.63 0.85 0.414
H 0.76 2.15 2.10 0.327
```

Its total energy is -32759.1376 eV. Its total charge is +3. For the gap between HOMO and LUMO, the calculation gives 1.564 eV.

---

5.
Here is a structure of composition C3HBrO2S in a non-equilibrium geometry from the OMol25 dataset. Energies are from wB97M-V/def2-TZVPD.

Geometry as XYZ:
```
8
Properties=species:S:1:pos:R:3:nbo_charge:R:1
Br -1.66 -3.24 -3.23 0.171
S -2.09 -2.64 -0.31 0.308
O -1.97 -1.89 2.10 -0.490
O -0.48 -0.93 0.60 -0.513
C -0.48 0.37 0.42 0.137
C -1.46 -2.11 -1.80 -0.332
C -1.53 -1.66 1.01 0.626
H 0.50 0.66 -0.05 0.093
```

As for the multiplicity: 3. Its total energy is -88092.2553 eV. For the gap between HOMO and LUMO (alpha / beta), the calculation gives 8.002 / 7.116 eV.